# 1
{
  "formula": "C28H22Cl2FN5O2STl",
  "method": "ωB97M-V/def2-TZVPD",
  "e_lumo_ev": -6.02,
  "homo_energy_ev": -10.3168,
  "charge": 1,
  "species": ["Tl", "S", "N", "C", "C", "C", "C", "C", "N", "C", "C", "N", "C", "C", "C", "C", "C", "N", "H", "H", "H", "H", "H", "H", "Cl", "C", "Cl", "H", "H", "C", "C", "C", "C", "C", "C", "N", "C", "C", "C", "C", "C", "C", "C", "O", "O", "C", "C", "H", "H", "H", "H", "H", "H", "H", "H", "H", "H", "H", "H", "H", "H", "F"],
  "xyz": [[-2.69293, -0.45066, -1.17715], [3.30287, 5.33464, -1.90945], [3.36177, 3.71364, -1.83435], [2.15457, 3.24854, -1.59355], [1.79317, 1.85314, -1.33085], [2.94357, 0.03604, -0.62645], [2.18367, -1.26606, -0.23435], [1.43647, -1.67306, -1.55145], [0.02037, 0.35144, -1.66145], [0.32107, 1.63484, -1.40665], [-0.62363, 2.65814, -1.17945], [-1.91213, 2.31994, -1.00995], [-2.79033, 3.26454, -0.79005], [-2.45503, 4.62384, -0.71525], [-1.14373, 5.00434, -0.90755], [-0.18993, 4.01444, -1.15235], [1.18897, 4.29014, -1.43555], [1.73217, 5.48834, -1.59535], [4.02127, -0.10826, -0.62735], [2.88867, -2.04746, 0.04815], [0.54567, -2.28236, -1.41225], [-3.81193, 2.93834, -0.65565], [-3.22343, 5.35494, -0.52335], [-0.84193, 6.04104, -0.87655], [-5.15163, -0.91956, 0.71755], [-6.33963, -0.55876, -0.55445], [-5.95623, 0.98084, -1.32885], [-7.32893, -0.48576, -0.10515], [-6.29223, -1.34056, -1.31265], [1.37147, 2.59644, 1.91445], [1.61257, 1.30714, 1.20605], [2.50217, 1.34394, 0.03995], [2.34437, 0.55134, -1.95065], [1.10467, -0.29786, -1.96095], [1.15427, -1.07606, 0.85425], [0.30797, -2.03506, 1.13105], [0.46617, -3.40896, 0.97335], [1.60557, -4.01986, 1.50795], [1.69527, -5.39596, 1.58545], [0.66327, -6.19646, 1.12545], [-0.44833, -5.60766, 0.54095], [-0.53453, -4.23396, 0.45775], [-1.73283, -3.58196, -0.31375], [-2.82333, -4.03376, -0.04915], [-1.33633, -2.69706, -1.08915], [0.97797, 0.16084, 1.56915], [0.10897, 0.15174, 2.78835], [1.97927, 3.40114, 1.50875], [1.59197, 2.50544, 2.97855], [0.31967, 2.86784, 1.83075], [3.35377, 2.00494, 0.20445], [2.95677, 0.59424, -2.84405], [2.12987, -2.14646, -2.24405], [-0.71013, -1.64696, 1.29415], [2.38227, -3.40136, 1.93365], [2.57307, -5.84186, 2.02685], [0.72167, -7.26966, 1.21445], [-1.25223, -6.21116, 0.15225], [-0.88193, 0.52994, 2.54465], [0.53037, 0.78614, 3.56295], [-0.00073, -0.84786, 3.18995], [-1.87373, -0.86996, 1.05805]],
  "forces_ev_per_a": [[-0.168, -1.035, 0.042], [-0.778, -0.771, 0.227], [0.395, -0.546, -0.118], [0.243, 1.030, -0.215], [-0.280, 0.193, -0.399], [0.132, -0.090, 0.351], [0.287, -0.115, -0.072], [-0.373, -0.467, -0.289], [-0.833, 0.224, -0.150], [1.095, -0.535, -0.016], [-0.408, 1.282, 0.233], [0.143, -0.111, -0.027], [-0.128, -0.166, 0.071], [0.446, 0.127, -0.113], [-0.205, -0.053, 0.032], [-0.596, -0.613, 0.021], [1.394, 0.234, -0.324], [-0.554, 0.440, 0.103], [-0.063, 0.050, 0.006], [-0.109, 0.003, -0.091], [-0.165, -0.188, 0.140], [-0.140, -0.014, 0.035], [-0.080, 0.089, 0.028], [0.024, 0.047, -0.019], [-0.361, -0.107, 0.045], [0.075, -0.297, 0.231], [-0.180, 0.320, -0.210], [0.208, -0.022, -0.089], [-0.010, 0.131, 0.196], [0.052, 0.022, 0.095], [-0.341, -0.933, 0.243], [0.149, -0.342, 0.001], [-0.087, 0.124, -0.468], [1.309, 0.360, 0.780], [-0.335, -1.232, -0.083], [0.246, 1.412, -0.376], [0.709, -1.874, -0.191], [-0.153, 0.364, 0.070], [0.234, -0.048, 0.000], [-0.130, 0.070, -0.151], [0.437, -0.094, 0.277], [-0.982, 1.048, -0.639], [1.268, -1.731, 1.885], [-1.214, 0.073, -0.299], [0.067, 1.787, -1.548], [0.094, 1.167, 0.253], [-0.087, 0.275, 0.101], [0.047, 0.084, -0.038], [0.000, 0.053, 0.032], [-0.119, 0.113, 0.076], [-0.091, 0.042, -0.091], [0.066, 0.050, -0.084], [0.104, 0.033, -0.020], [-0.516, 0.327, 0.172], [0.136, 0.051, 0.166], [0.077, -0.043, 0.067], [0.066, -0.119, 0.001], [-0.171, 0.027, -0.047], [-0.119, -0.112, 0.018], [0.099, 0.025, 0.093], [-0.093, -0.063, 0.070], [0.269, 0.045, 0.008]]
}

---

# 2
{
  "formula": "C6H10ClF3N",
  "method": "ωB97M-V/def2-TZVPD",
  "e_lumo_ev": -3.15,
  "homo_energy_ev": -12.8667,
  "charge": 1,
  "species": ["C", "C", "C", "C", "C", "C", "N", "F", "F", "F", "Cl", "H", "H", "H", "H", "H", "H", "H", "H", "H", "H"],
  "xyz": [[1.43184, -1.86205, 0.04541], [1.15836, -0.63457, -0.29875], [-3.35877, 0.59972, -0.02776], [-3.15505, -0.46915, 0.71828], [1.09268, -0.25022, -1.78698], [1.82419, 1.42413, 0.83588], [0.75960, 0.41741, 0.66434], [-4.47833, 0.76767, -0.65795], [-2.57249, 1.65080, -0.11852], [-1.93306, -0.41280, 1.29096], [-3.96764, -1.87612, 1.13407], [1.72831, -2.50743, -0.81828], [1.40409, -2.10030, 1.10386], [0.66127, 0.65238, -1.95632], [0.54480, -0.97036, -2.42975], [2.03778, -0.10921, -2.21839], [1.95424, 1.92873, -0.15723], [1.42362, 2.00542, 1.64849], [2.93180, 0.93916, 1.07419], [-0.07929, 0.82000, 0.38470], [0.59205, -0.01321, 1.56973]],
  "forces_ev_per_a": [[0.455, -0.259, 0.070], [-0.948, 0.381, -2.473], [-1.716, -0.499, 0.073], [1.317, 0.446, 0.199], [-0.143, -2.176, 0.988], [2.866, -0.357, -0.672], [2.746, -2.589, 0.356], [-0.560, 0.324, -0.616], [0.439, -0.268, 0.042], [1.137, -0.226, 0.712], [-0.501, 0.221, -0.439], [-0.310, 0.117, 1.466], [0.217, -0.782, -0.248], [-1.738, 2.854, -0.222], [0.324, 0.165, 0.793], [1.679, -0.194, -0.406], [-0.271, -0.005, 1.224], [0.655, 0.961, 0.077], [-3.299, 0.964, -0.343], [-2.121, 1.155, -0.717], [-0.226, -0.236, 0.135]]
}

---

# 3
{
  "formula": "C3H4ClF",
  "method": "ωB97M-V/def2-TZVPD",
  "smiles": "F[C@@H]1C[C@H]1Cl",
  "e_lumo_ev": 1.10,
  "de_lowest_ev": 0.937,
  "homo_energy_ev": -10.2875,
  "species": ["C", "C", "C", "F", "Cl", "H", "H", "H", "H"],
  "xyz": [[-0.82076, 0.04767, 0.46555], [0.12712, 0.61491, -0.57356], [0.55607, -0.54301, 0.16059], [0.74684, 1.82443, -0.37094], [0.85061, -2.11590, -0.31783], [-0.95858, 0.40418, 1.44059], [-1.66406, -0.48144, 0.04164], [-0.12992, 0.53043, -1.76439], [1.29267, -0.28126, 0.91836]],
  "forces_ev_per_a": [[0.774, -0.947, -1.898], [-1.411, 0.933, -3.857], [0.405, 1.286, 2.483], [0.051, -0.403, 0.259], [0.136, -1.969, -1.260], [-0.062, 0.889, 0.997], [-0.016, 0.016, 0.002], [0.363, 0.008, 3.249], [-0.240, 0.187, 0.026]]
}

---

# 4
{
  "formula": "C6H8",
  "method": "ωB97M-V/def2-TZVPD",
  "e_lumo_ev": [-0.29, -1.11],
  "de_lowest_ev": 5.201,
  "homo_energy_ev": [-7.6328, -8.5484],
  "species": ["C", "C", "C", "C", "C", "C", "H", "H", "H", "H", "H", "H", "H", "H"],
  "xyz": [[-1.62198, 0.80651, -0.04359], [-3.00051, 0.46417, 0.05391], [2.05780, 0.71015, 0.04128], [0.73432, 1.10033, 0.02861], [-0.35455, 0.20918, 0.05299], [-0.20694, -1.28212, -0.04347], [-1.40112, 1.75486, -0.39850], [-3.39502, 0.01617, 0.95500], [2.80690, 1.36648, 0.08346], [2.19397, -0.32837, 0.01907], [0.43443, 2.21386, 0.00804], [-0.94667, -1.66813, -0.68622], [-0.09256, -1.96450, 0.74953], [0.89628, -1.48380, -0.56688]],
  "forces_ev_per_a": [[-2.114, -1.791, 0.749], [2.885, 0.827, -0.227], [-5.090, -0.724, -0.048], [1.838, 1.700, -0.140], [-1.430, -1.417, 0.529], [4.195, 0.449, -2.200], [-0.535, 2.322, -0.766], [-0.138, -0.517, 0.062], [2.883, 2.335, 0.110], [0.831, -1.128, 0.059], [0.780, -1.800, 0.079], [-0.837, -0.493, -0.847], [-0.297, -0.135, 1.844], [-2.970, 0.371, 0.797]]
}

---

# 5
{
  "formula": "C48H65Br2N3O3P2ReSi",
  "method": "ωB97M-V/def2-TZVPD",
  "e_lumo_ev": [-5.39, -6.50],
  "de_lowest_ev": 0.000,
  "s_squared": 0.76,
  "homo_energy_ev": [-12.7179, -13.0595],
  "charge": 2,
  "spin_multiplicity": 2,
  "species": ["Re", "C", "Si", "C", "C", "C", "C", "C", "C", "P", "C", "C", "C", "C", "C", "C", "C", "C", "C", "C", "C", "C", "C", "C", "C", "C", "C", "C", "P", "C", "C", "C", "C", "C", "C", "C", "C", "C", "C", "C", "C", "H", "H", "H", "H", "H", "H", "H", "H", "H", "H", "H", "H", "H", "H", "H", "H", "H", "H", "H", "H", "H", "H", "H", "H", "H", "H", "H", "H", "H", "H", "H", "H", "H", "H", "H", "H", "H", "H", "H", "H", "H", "H", "H", "H", "H", "H", "H", "H", "H", "H", "H", "H", "H", "H", "H", "Br", "C", "C", "C", "Br", "C", "C", "C", "C", "N", "C", "C", "O", "H", "H", "H", "H", "C", "O", "C", "O", "N", "N", "H", "H", "H", "H", "H", "H"],
  "xyz": [[0.15526, 1.36285, -0.54761], [3.13414, 2.30901, 1.72656], [2.31645, 0.91558, 0.77589], [3.58688, 0.32206, -0.46958], [4.95593, 0.55306, -0.37780], [5.81743, 0.12732, -1.38243], [5.30587, -0.52994, -2.48964], [3.94040, -0.77157, -2.59431], [3.08126, -0.33500, -1.59218], [1.28871, -0.71317, -1.47665], [1.43141, -2.27739, -0.47321], [2.62482, -3.15645, -0.93929], [2.48153, -4.60896, -0.47935], [2.00427, -4.65002, 0.96646], [0.59958, -4.03107, 1.08417], [0.22708, -3.15641, -0.12537], [0.85480, -1.09521, -3.26885], [0.39289, -2.53979, -3.52019], [0.50238, -2.87933, -5.00761], [-0.27705, -1.89392, -5.87059], [0.15225, -0.45881, -5.58337], [-0.01770, -0.13409, -4.09743], [1.90313, -0.33728, 2.10416], [2.90295, -1.07124, 2.74447], [2.63000, -1.78689, 3.89706], [1.35424, -1.73142, 4.44681], [0.35354, -1.01019, 3.81922], [0.60029, -0.33376, 2.62047], [-0.70048, 0.56453, 1.67892], [-2.18448, -0.55788, 1.52147], [-3.43485, 0.22579, 1.07772], [-4.60088, -0.71126, 0.76381], [-4.94584, -1.56773, 1.97415], [-3.72248, -2.37480, 2.38550], [-2.51999, -1.48387, 2.70213], [-1.31092, 2.04280, 2.65785], [-2.28145, 1.90003, 3.85408], [-1.64219, 1.61731, 5.21149], [-0.52118, 2.59588, 5.53638], [0.49511, 2.64382, 4.40260], [-0.17834, 2.99838, 3.07935], [3.93471, 1.85338, 2.31741], [2.46445, 2.80161, 2.42908], [3.59363, 3.06066, 1.07930], [5.35854, 1.07841, 0.48054], [6.88098, 0.31044, -1.30515], [5.96863, -0.86314, -3.27739], [3.59120, -1.32053, -3.46006], [1.72815, -1.81954, 0.47954], [3.54158, -2.73876, -0.51554], [2.75996, -3.12662, -2.02303], [3.44495, -5.10714, -0.59124], [1.78106, -5.15210, -1.12034], [2.71364, -4.08865, 1.58214], [2.00232, -5.66904, 1.35105], [0.53996, -3.41409, 1.98650], [-0.16035, -4.80782, 1.18819], [-0.64772, -2.58923, 0.18254], [-0.07078, -3.76867, -0.97751], [1.84639, -0.98970, -3.71722], [-0.64935, -2.63943, -3.19889], [0.97076, -3.25739, -2.93875], [0.16346, -3.90201, -5.17844], [1.55980, -2.85210, -5.29466], [-1.34843, -1.99482, -5.66332], [-0.14166, -2.12643, -6.92699], [-0.44293, 0.24352, -6.16970], [1.19563, -0.31473, -5.88427], [-1.07558, -0.23676, -3.86271], [0.23856, 0.91429, -3.92200], [3.90821, -1.07977, 2.33483], [3.40647, -2.36507, 4.38065], [1.13760, -2.25104, 5.37087], [-0.61761, -0.98207, 4.28107], [-1.90295, -1.22774, 0.70839], [-3.22636, 0.88213, 0.23136], [-3.75502, 0.88570, 1.88198], [-4.33327, -1.37664, -0.06291], [-5.45997, -0.12507, 0.43096], [-5.78296, -2.22929, 1.74849], [-5.26517, -0.92849, 2.80418], [-3.45477, -3.06050, 1.57168], [-3.93727, -2.99767, 3.25509], [-1.67091, -2.12846, 2.92187], [-2.73166, -0.90119, 3.60394], [-1.86867, 2.54534, 1.85646], [-3.07718, 1.18452, 3.67240], [-2.77322, 2.87752, 3.92076], [-1.25623, 0.59801, 5.25320], [-2.42167, 1.66859, 5.97392], [-0.04001, 2.32458, 6.47668], [-0.94479, 3.59563, 5.67956], [1.01637, 1.68531, 4.32433], [1.26106, 3.39292, 4.61887], [0.55456, 3.09081, 2.28660], [-0.63633, 3.98880, 3.18730], [-2.36778, 5.47393, -2.20760], [-2.85100, 3.67784, -2.44412], [-4.01165, 3.34711, -3.16949], [-4.37373, 2.04221, -3.35091], [-5.94232, 1.64617, -4.31291], [-3.58135, 0.98909, -2.81880], [-3.86602, -0.38319, -2.94682], [-3.01174, -1.29012, -2.37998], [-1.88195, -0.84519, -1.69010], [-1.55982, 0.42807, -1.54433], [-2.41845, 1.34557, -2.10703], [-2.06302, 2.69034, -1.90521], [-0.95862, 2.91307, -1.20376], [-4.61862, 4.14220, -3.57977], [-4.74801, -0.70203, -3.48552], [-3.18775, -2.35440, -2.45500], [-1.20091, -1.57009, -1.27518], [1.34364, 5.74884, 0.97518], [1.75259, 5.21500, -0.31503], [1.48480, 3.97024, -0.55254], [0.93386, 3.20724, 0.25899], [1.91450, 3.53589, -1.75141], [1.46018, 2.27406, -2.17692], [1.67544, 6.77974, 0.96461], [1.83183, 5.19111, 1.77025], [0.26217, 5.68495, 1.06156], [2.25821, 4.19715, -2.43276], [2.26733, 1.71421, -2.45332], [0.83358, 2.39948, -2.96900]],
  "forces_ev_per_a": [[0.291, -0.155, 0.042], [0.094, 0.038, -0.065], [-0.006, -0.128, 0.113], [-0.046, 0.164, 0.113], [0.151, 0.008, 0.037], [-0.055, 0.036, 0.072], [-0.061, -0.035, -0.045], [0.181, -0.022, -0.140], [-0.143, 0.019, -0.059], [-0.332, 0.074, -0.016], [0.154, 0.056, 0.040], [0.053, -0.014, -0.055], [0.030, -0.011, 0.017], [-0.008, 0.026, -0.030], [-0.055, -0.046, -0.002], [-0.023, 0.034, 0.132], [0.082, -0.041, 0.055], [-0.070, -0.022, 0.003], [0.061, 0.030, 0.008], [-0.013, -0.009, -0.005], [-0.038, 0.057, -0.030], [0.093, 0.040, -0.002], [-0.120, 0.228, 0.075], [0.012, 0.029, 0.011], [-0.048, -0.007, 0.027], [0.066, -0.005, -0.001], [-0.036, -0.023, -0.054], [0.027, -0.099, -0.064], [-0.205, 0.118, 0.167], [-0.006, 0.025, 0.094], [0.021, 0.067, 0.027], [-0.001, -0.015, -0.052], [0.009, 0.008, 0.004], [-0.004, -0.022, 0.007], [-0.010, 0.003, 0.017], [0.093, 0.005, -0.014], [0.030, 0.004, -0.027], [0.010, -0.048, 0.023], [-0.004, 0.020, -0.005], [-0.004, 0.015, 0.019], [0.001, 0.000, -0.047], [0.021, 0.002, -0.010], [0.060, -0.048, -0.007], [-0.021, 0.001, 0.011], [0.021, -0.016, -0.015], [-0.007, 0.011, 0.010], [-0.007, -0.006, 0.005], [0.033, 0.031, 0.042], [-0.023, -0.140, -0.171], [-0.008, -0.030, -0.005], [-0.017, -0.012, 0.041], [-0.007, -0.016, 0.016], [-0.008, 0.016, -0.003], [-0.006, 0.004, 0.007], [0.012, -0.005, -0.015], [-0.001, -0.010, -0.019], [0.030, -0.027, 0.002], [-0.015, 0.171, -0.057], [0.002, -0.031, -0.010], [-0.107, -0.142, -0.027], [0.016, -0.054, -0.056], [-0.026, 0.050, -0.034], [-0.031, 0.016, 0.003], [-0.004, -0.016, -0.006], [0.003, -0.004, 0.003], [0.005, 0.004, 0.000], [0.001, -0.020, -0.030], [0.003, -0.007, 0.025], [0.038, -0.040, 0.020], [0.013, -0.072, -0.022], [0.011, 0.010, 0.017], [0.003, 0.007, 0.004], [-0.001, -0.007, -0.006], [-0.037, -0.010, -0.004], [-0.025, 0.024, -0.120], [0.047, -0.047, -0.018], [-0.003, 0.061, 0.062], [0.001, 0.023, -0.019], [-0.003, 0.005, 0.033], [0.010, -0.007, 0.000], [0.004, 0.006, -0.007], [0.002, 0.010, 0.004], [-0.012, 0.004, -0.003], [0.027, -0.005, -0.003], [0.003, -0.013, -0.017], [-0.029, 0.010, 0.015], [-0.017, -0.062, -0.066], [-0.023, -0.020, -0.001], [0.027, -0.007, -0.016], [-0.002, 0.022, -0.007], [0.007, -0.010, -0.005], [-0.001, -0.002, -0.011], [-0.017, -0.021, 0.004], [0.009, 0.001, 0.006], [-0.083, 0.001, 0.069], [-0.001, 0.005, 0.000], [0.001, -0.001, 0.000], [-0.017, -0.030, 0.002], [-0.006, 0.030, 0.001], [-0.011, -0.023, 0.015], [0.011, 0.003, 0.001], [0.015, 0.014, -0.021], [0.044, -0.043, 0.014], [-0.076, 0.001, -0.034], [0.130, -0.038, 0.055], [-0.028, -0.084, 0.003], [-0.057, 0.048, 0.000], [0.064, -0.050, -0.029], [-0.049, -0.026, 0.177], [-0.001, -0.004, 0.000], [0.002, -0.007, 0.001], [-0.017, 0.002, 0.004], [-0.034, 0.009, 0.037], [-0.009, -0.007, -0.005], [0.055, 0.040, 0.031], [-0.051, -0.070, 0.037], [-0.002, 0.059, -0.157], [0.055, 0.035, -0.058], [-0.072, 0.159, -0.040], [-0.003, 0.003, -0.002], [-0.001, 0.002, 0.002], [-0.003, -0.007, 0.004], [-0.007, 0.006, -0.002], [-0.030, -0.048, -0.010], [0.061, 0.038, -0.028]]
}